# 1
{"formula": "C5H12N2O", "method": "wB97M-V/def2-TZVPD", "elements": ["N", "C", "C", "C", "N", "C", "C", "O", "H", "H", "H", "H", "H", "H", "H", "H", "H", "H", "H", "H"], "positions_angstrom": [[-0.0140, 0.7816, -2.4930], [0.4017, 0.5511, -1.0728], [1.8833, 0.1048, -0.9537], [-0.5522, -0.4872, -0.4336], [-0.4175, -0.6228, 1.0048], [-1.3477, -1.4587, 1.6463], [-0.0747, 0.7283, 1.5786], [-1.4675, -1.1080, -0.9718], [-0.4754, 1.6106, -2.6492], [0.3926, 0.2520, -3.2444], [0.1442, 1.4699, -0.4529], [2.0694, -1.0188, -0.9192], [2.3650, 0.5347, -0.0034], [2.4191, 0.5225, -1.8557], [-1.3279, -1.4911, 2.8221], [-1.3394, -2.5351, 1.3205], [-2.4509, -1.1075, 1.3328], [-0.7503, 1.5082, 1.1519], [-0.3777, 0.5833, 2.6410], [0.9202, 1.1821, 1.5517]], "forces_ev_per_angstrom": [[1.5, -1.7, 2.5], [-1.2, -0.3, -1.3], [1.1, 0.3, 0.5], [-1.9, -1.6, 1.6], [2.9, 2.4, -2.7], [-4.0, -0.8, 1.5], [-2.2, -0.6, 1.9], [1.9, 0.9, 0.1], [-0.9, 1.7, -0.8], [-0.1, 0.2, 0.2], [0.9, -0.8, -1.4], [-0.6, 1.4, -0.1], [-0.6, -0.6, -1.4], [-0.4, -0.4, 1.1], [0.4, 0.5, -2.3], [0.5, 1.2, 0.1], [2.0, -0.8, 0.9], [0.2, -0.5, 0.5], [0.5, 0.6, -0.5], [0.2, -1.0, -0.3]], "lowdin_charge": [0.054, -0.342, -0.061, -0.395, -0.176, -0.137, -0.072, 0.054, 0.033, 0.077, 0.124, 0.097, 0.082, 0.081, 0.112, 0.092, 0.122, 0.092, 0.088, 0.075], "gap_ev": 9.8}



# 2
{"formula": "C8H19NNiO4S3", "method": "wB97M-V/def2-TZVPD", "elements": ["Ni", "S", "S", "C", "C", "C", "N", "C", "C", "H", "H", "H", "H", "H", "H", "H", "H", "C", "H", "H", "H", "H", "H", "H", "H", "C", "C", "H", "H", "H", "H", "O", "S", "O", "O", "O"], "positions_angstrom": [[-0.7089, -0.0185, -0.9967], [-0.4918, -2.2885, -0.7734], [-0.5875, 2.2746, -0.6996], [0.7483, -2.8654, 0.4837], [0.5723, -2.4248, -2.2440], [1.4216, -1.1884, -2.5106], [0.5776, 0.0275, -2.4456], [1.3072, 1.3163, -2.5344], [0.3566, 2.4703, -2.2439], [-0.1139, -2.6066, -3.0813], [1.2056, -3.3055, -2.1347], [1.8691, -1.2244, -3.5165], [2.2181, -1.0837, -1.7685], [1.7169, 1.3932, -3.5540], [2.1321, 1.2852, -1.8162], [-0.3983, 2.5679, -3.0385], [0.8992, 3.4129, -2.1824], [0.7410, 2.7904, 0.4799], [-0.1854, -0.0171, -3.1301], [1.6883, 2.2900, 0.2464], [0.4274, 2.5227, 1.4961], [0.8261, 3.8877, 0.3881], [0.3967, -2.5489, 1.4738], [1.7398, -2.4335, 0.2837], [0.7700, -3.9714, 0.4311], [-2.7589, -0.0471, 0.4738], [-2.6410, -0.0351, -1.0335], [-3.2834, 0.8426, 0.8585], [-3.1778, -0.9688, 0.8810], [-3.1025, 0.8721, -1.4403], [-3.0816, -0.9533, -1.4568], [-0.3319, -1.2819, 2.7860], [-0.1004, -0.0268, 2.0918], [-0.2709, 1.1810, 2.8683], [1.0602, -0.0348, 1.1940], [-1.3649, 0.0583, 0.8861]], "forces_ev_per_angstrom": [[0.6, 0.2, 2.1], [1.2, -1.3, 0.3], [1.1, 1.0, 0.0], [-0.3, -0.4, -0.3], [-0.3, -0.2, -0.3], [-0.3, 0.5, -0.4], [0.4, 0.0, -0.7], [-0.3, -0.5, -0.4], [-0.3, 0.3, -0.2], [0.2, 0.0, 0.1], [0.0, 0.0, -0.1], [0.1, -0.3, 0.3], [-0.1, 0.0, 0.0], [0.1, 0.3, 0.3], [-0.1, 0.0, -0.1], [0.2, -0.1, 0.1], [0.0, 0.0, -0.2], [-0.3, 0.4, -0.3], [0.6, 0.1, -0.3], [-0.4, 0.1, 0.1], [0.1, 0.1, -0.4], [0.0, -0.5, 0.0], [0.1, -0.1, -0.4], [-0.5, -0.1, 0.1], [0.0, 0.6, -0.1], [-0.5, 0.3, 0.5], [-1.6, -0.3, -0.4], [0.1, -0.5, 0.1], [0.0, 0.1, 0.1], [-0.1, -0.3, -0.1], [0.0, 0.5, -0.1], [-0.1, 0.9, -0.3], [-0.9, -0.4, 0.2], [0.0, -0.6, -0.3], [-1.0, 0.1, 0.3], [1.9, 0.0, 0.8]], "lowdin_charge": [0.185, 0.943, 0.948, -0.302, -0.422, -0.230, -0.179, -0.229, -0.422, 0.082, 0.085, 0.126, 0.124, 0.126, 0.121, 0.085, 0.083, -0.303, 0.141, 0.043, 0.013, 0.049, 0.004, 0.049, 0.050, -0.270, -0.267, 0.119, 0.115, 0.037, 0.040, -0.314, 0.487, -0.305, -0.341, -0.470], "multiplicity": 3, "s_squared": 2.008, "gap_ev": [7.7, 9.2]}



# 3
{"formula": "C5H4N2O", "method": "wB97M-V/def2-TZVPD", "elements": ["C", "C", "C", "C", "C", "N", "N", "O", "H", "H", "H", "H"], "positions_angstrom": [[0.9187, 0.5741, 2.4908], [0.7947, 0.1760, 1.3607], [-0.3665, 0.9285, -0.7360], [-1.4158, 0.2736, -1.2780], [0.1472, -0.0572, 0.1828], [-1.6845, -0.9463, -0.6419], [-0.7875, -1.1722, 0.1453], [1.4450, -0.9451, -1.0373], [1.3475, 0.8122, 3.3774], [0.2906, 1.7108, -1.0985], [-2.2026, 0.5458, -1.9418], [1.5130, -1.9002, -0.8235]], "forces_ev_per_angstrom": [[0.3, -0.9, -2.2], [0.0, 1.0, 2.2], [0.3, -0.8, -1.5], [-0.7, 2.1, 0.1], [1.6, -2.8, -3.8], [-0.6, -0.3, -0.8], [1.1, -1.7, 2.4], [-1.6, 1.2, 1.7], [0.6, 0.7, 2.3], [-0.7, 0.3, 0.1], [0.1, 0.6, -0.8], [-0.5, 0.7, 0.4]], "lowdin_charge": [0.213, -0.052, 0.004, -0.081, -0.342, 0.039, 0.059, -0.116, 0.016, 0.129, 0.098, 0.033], "gap_ev": [8.0, 8.0]}



# 4
{"formula": "C4H17AgNO5", "method": "wB97M-V/def2-TZVPD", "elements": ["Ag", "O", "H", "O", "H", "C", "C", "C", "O", "C", "N", "H", "H", "H", "H", "H", "H", "H", "H", "H", "H", "H", "O", "H", "H", "O", "H", "H"], "positions_angstrom": [[-0.7490, 0.5578, -1.0097], [-0.3056, -0.6798, -2.7160], [0.3817, -1.2564, -3.0272], [-1.1761, 2.0120, 0.5860], [-0.5535, 2.6904, 0.3199], [-0.0829, -2.2105, 2.5550], [-0.1199, -1.0708, 1.5400], [1.2953, -0.7904, 1.0474], [1.2336, 0.3377, 0.1865], [2.4254, 1.0615, 0.1347], [-1.0244, -1.3776, 0.3947], [-1.0769, -2.4308, 2.9522], [0.5549, -1.9593, 3.4067], [0.2844, -3.1489, 2.1287], [-0.5248, -0.1744, 2.0117], [1.7565, -1.6392, 0.5273], [1.9546, -0.5612, 1.8916], [3.2579, 0.4645, -0.2612], [2.7045, 1.5091, 1.0949], [2.3449, 1.9023, -0.5606], [-1.9297, -1.5445, 0.8339], [-0.7591, -2.3040, 0.0571], [-0.1666, 2.3909, -2.3367], [-0.7548, 3.0043, -2.7927], [0.7209, 2.7458, -2.4621], [-2.9275, 0.7259, -1.9468], [-3.0242, 0.5863, -2.8988], [-3.7397, 1.1592, -1.6566]], "forces_ev_per_angstrom": [[0.0, -0.3, 0.1], [-1.2, 0.8, 0.2], [0.6, -0.2, 0.4], [-0.2, -1.1, -0.7], [0.1, 0.3, 0.0], [-0.1, -0.1, 0.3], [0.1, -0.7, 0.0], [-0.2, 0.5, 0.0], [0.7, -0.2, 0.4], [0.8, 0.5, -0.5], [0.3, -0.3, 1.1], [0.0, 0.1, 0.0], [0.0, 0.0, 0.0], [0.1, 0.1, -0.1], [0.2, 0.2, -0.1], [-0.2, -0.1, -0.1], [-0.2, 0.0, 0.1], [0.0, -0.2, 0.3], [-0.1, -0.3, 0.2], [-0.5, -0.2, 0.0], [-0.1, 0.3, -0.4], [0.0, 0.3, -0.5], [0.3, 0.8, -0.4], [0.0, -0.1, 0.1], [-0.1, -0.2, 0.0], [-0.7, 0.1, -0.4], [0.2, -0.2, 0.2], [0.2, 0.0, 0.1]], "lowdin_charge": [0.965, -0.474, -0.108, -0.412, -0.096, -0.069, -0.415, -0.185, -0.282, -0.108, 0.031, 0.077, 0.080, 0.081, 0.131, 0.138, 0.128, 0.097, 0.097, 0.082, 0.092, 0.091, -0.081, 0.064, 0.056, -0.092, 0.056, 0.057], "multiplicity": 2, "s_squared": 0.755, "gap_ev": [8.3, 7.0]}



# 5
{"formula": "C44H39CeO4P2S", "method": "wB97M-V/def2-TZVPD", "elements": ["Ce", "P", "C", "O", "P", "C", "C", "C", "C", "C", "C", "C", "C", "C", "C", "C", "H", "H", "H", "H", "H", "C", "C", "C", "C", "C", "H", "H", "H", "H", "H", "C", "C", "C", "C", "C", "H", "H", "H", "H", "H", "C", "C", "C", "C", "C", "H", "H", "H", "H", "H", "C", "C", "C", "C", "C", "H", "H", "H", "H", "H", "C", "C", "C", "C", "C", "H", "H", "H", "H", "H", "H", "H", "C", "C", "C", "C", "C", "C", "C", "S", "O", "O", "O", "H", "H", "H", "H", "H", "H", "H"], "positions_angstrom": [[2.4692, 0.7219, -0.5195], [-0.3099, 2.8289, 0.1094], [-0.5099, 1.0600, 0.4862], [-1.1747, 0.6083, 1.4042], [0.0666, -2.3536, -0.3324], [-0.3309, 3.7144, 1.6584], [-1.7000, 3.3672, -0.8932], [1.2221, 2.9462, -0.8309], [1.6118, -3.2803, -0.6120], [-0.5866, -3.1386, 1.1844], [-1.0729, -2.9436, -1.6268], [0.5713, 4.7813, 1.8377], [0.6831, 5.3891, 3.0844], [-0.1702, 4.9945, 4.1197], [-1.1610, 4.0306, 3.9070], [-1.2232, 3.3628, 2.6869], [1.2126, 5.1061, 1.0154], [1.4466, 6.1558, 3.2389], [-0.0545, 5.4451, 5.1042], [-1.8691, 3.7829, 4.7004], [-1.9359, 2.5515, 2.5488], [2.4696, 3.1863, -0.1793], [3.6799, 2.8858, -0.8322], [3.6768, 2.4691, -2.1791], [2.4611, 2.3230, -2.8610], [1.2475, 2.4760, -2.1813], [2.4867, 3.5043, 0.8713], [4.6092, 2.9268, -0.2527], [4.6226, 2.2469, -2.6750], [2.4611, 2.0812, -3.9270], [0.3121, 2.2816, -2.7050], [-2.2552, 4.6504, -0.7046], [-3.3266, 5.0767, -1.4944], [-3.8675, 4.2244, -2.4681], [-3.3422, 2.9374, -2.6360], [-2.2707, 2.5074, -1.8479], [-1.8536, 5.3030, 0.0738], [-3.7465, 6.0732, -1.3329], [-4.7102, 4.5605, -3.0787], [-3.7728, 2.2575, -3.3748], [-1.8934, 1.4931, -1.9672], [-1.8817, -3.6817, 1.2764], [-2.3504, -4.1712, 2.4991], [-1.5496, -4.1012, 3.6415], [-0.2517, -3.5838, 3.5545], [0.2306, -3.1231, 2.3322], [-2.5125, -3.7311, 0.3878], [-3.3493, -4.6072, 2.5570], [-1.9270, -4.4586, 4.5986], [0.3815, -3.5413, 4.4406], [1.2511, -2.7467, 2.2411], [2.5811, -2.6891, -1.4496], [3.8548, -3.2412, -1.5362], [4.1596, -4.4194, -0.8475], [3.1883, -5.0375, -0.0609], [1.9066, -4.4924, 0.0270], [2.3225, -1.8036, -2.0525], [4.6128, -2.7378, -2.1400], [5.1558, -4.8515, -0.9286], [3.4209, -5.9427, 0.5006], [1.1407, -4.9959, 0.6162], [-0.8271, -4.0746, -2.4182], [-1.7908, -4.5004, -3.3377], [-2.9743, -3.7740, -3.5088], [-3.1887, -2.6014, -2.7728], [-2.2479, -2.1872, -1.8318], [0.1057, -4.6262, -2.3008], [-1.6154, -5.4053, -3.9218], [-3.7313, -4.1186, -4.2170], [-4.0954, -2.0152, -2.9319], [-2.4118, -1.2845, -1.2410], [4.1277, 0.1575, -0.7617], [-0.0414, 0.3818, -0.2918], [0.2887, 0.8381, 7.2778], [1.0707, 0.5781, 6.0215], [1.5670, -0.7044, 5.7598], [2.2782, -0.9701, 4.5902], [2.4752, 0.0503, 3.6488], [1.9542, 1.3236, 3.8840], [1.2924, 1.5887, 5.0798], [3.4376, -0.2584, 2.1846], [3.5656, 1.1072, 1.5349], [4.6828, -0.8971, 2.4741], [2.5119, -0.9984, 1.2562], [-0.6215, 0.2254, 7.2806], [0.8513, 0.5829, 8.1861], [-0.0122, 1.8879, 7.3315], [1.4096, -1.4967, 6.4971], [2.7233, -1.9489, 4.4156], [2.1073, 2.1188, 3.1570], [0.9418, 2.6031, 5.2838]], "forces_ev_per_angstrom": [[-2.3, -6.2, 2.7], [-1.6, 2.0, 0.6], [-1.5, -2.2, 1.0], [1.6, 1.1, -1.9], [0.1, -0.2, -0.2], [0.6, 0.6, 0.2], [-0.6, 0.0, -0.4], [1.3, 0.3, -0.4], [0.3, -0.1, -0.4], [-0.3, -0.1, 0.6], [-0.3, 0.2, -0.4], [0.1, -0.2, 0.1], [-0.1, -0.1, -0.1], [0.0, 0.0, -0.1], [0.2, 0.1, -0.2], [0.0, -0.2, -0.1], [-0.2, 0.0, 0.3], [-0.4, -0.2, 0.0], [-0.1, 0.0, -0.2], [0.3, 0.0, -0.3], [0.1, 0.3, 0.0], [-0.4, 1.3, -0.2], [0.3, 1.3, -0.1], [0.5, 0.5, 0.0], [0.1, 0.2, -0.1], [-0.3, 1.0, 0.2], [0.1, -0.3, -0.5], [-0.3, 0.1, -0.4], [-0.3, 0.2, 0.1], [0.0, -0.2, 0.4], [0.1, 0.1, 0.1], [0.2, -0.1, 0.1], [0.1, -0.2, 0.0], [0.2, 0.0, 0.3], [0.1, 0.0, 0.1], [-0.1, 0.1, -0.1], [-0.1, -0.1, -0.3], [0.2, -0.4, -0.1], [0.3, -0.2, 0.2], [0.1, 0.2, 0.3], [-0.1, 0.1, -0.1], [0.4, 0.2, 0.0], [0.1, 0.1, 0.1], [0.1, 0.1, -0.2], [-0.2, 0.0, -0.2], [-0.2, 0.2, -0.1], [0.1, 0.0, 0.3], [0.3, 0.2, 0.0], [0.1, 0.0, -0.2], [-0.1, -0.1, -0.2], [-0.3, -0.1, 0.1], [0.0, -0.4, 0.7], [0.0, 0.0, -0.3], [-0.1, 0.2, 0.1], [0.0, 0.0, -0.2], [0.1, 0.4, -0.1], [0.1, -0.2, 0.2], [-0.2, -0.3, 0.1], [-0.2, 0.2, 0.1], [0.0, 0.2, -0.3], [0.2, 0.2, -0.1], [-0.3, 0.2, 0.2], [-0.1, 0.2, 0.0], [0.2, 0.1, 0.2], [0.0, -0.1, 0.0], [0.4, -0.5, -0.2], [-0.3, 0.1, 0.0], [-0.1, 0.3, 0.1], [0.3, 0.1, 0.2], [0.2, -0.2, 0.1], [-0.1, -0.2, -0.1], [2.6, -0.2, -1.2], [-0.6, -0.2, 0.6], [-0.1, 0.1, 0.1], [0.1, -0.1, -0.2], [0.2, 0.0, -0.3], [0.2, 0.1, 0.0], [0.0, 0.1, 0.4], [0.2, -0.1, 0.1], [-0.2, -0.1, 0.0], [-0.3, -0.2, 0.3], [-0.2, 0.1, -0.3], [-0.8, 0.3, -0.1], [0.5, 0.6, -0.1], [0.2, 0.1, 0.0], [-0.1, 0.1, -0.3], [0.1, -0.1, 0.1], [0.1, 0.2, -0.3], [-0.1, 0.2, 0.1], [0.1, -0.1, 0.2], [0.1, -0.4, -0.1]], "lowdin_charge": [1.080, 1.141, -0.335, 0.108, 1.108, -0.312, -0.293, -0.333, -0.390, -0.355, -0.384, -0.087, -0.035, -0.038, -0.041, -0.044, 0.111, 0.128, 0.127, 0.130, 0.117, -0.143, -0.121, -0.071, -0.040, -0.085, 0.130, 0.166, 0.154, 0.156, 0.133, -0.046, -0.032, -0.023, -0.039, -0.081, 0.115, 0.127, 0.129, 0.125, 0.103, -0.068, -0.066, -0.067, -0.069, -0.109, 0.101, 0.113, 0.111, 0.101, 0.083, -0.145, -0.067, -0.050, -0.043, -0.070, 0.083, 0.114, 0.116, 0.119, 0.117, -0.066, -0.059, -0.065, -0.082, -0.131, 0.107, 0.115, 0.114, 0.107, 0.088, -0.054, 0.015, -0.036, -0.249, -0.013, -0.037, -0.254, -0.052, -0.024, 0.575, -0.438, -0.207, -0.439, 0.094, 0.097, 0.077, 0.131, 0.128, 0.098, 0.101], "multiplicity": 2, "s_squared": 0.752, "gap_ev": [4.9, 4.9], "total_charge": 2}



# 6
{"formula": "CH5O3", "method": "wB97M-V/def2-TZVPD", "elements": ["O", "H", "H", "H", "O", "C", "O", "H", "H"], "positions_angstrom": [[-2.3234, 0.8854, 0.5986], [-2.9738, 1.5486, 0.3907], [-1.9485, 0.5101, -0.1989], [-1.6096, -2.0070, 0.5328], [1.0306, -1.1075, 0.3442], [1.4028, -0.2627, -0.4560], [2.6104, 0.2163, -0.3895], [0.8481, 0.0413, -1.3389], [2.9634, 0.1756, 0.5169]], "forces_ev_per_angstrom": [[1.0, -1.2, 0.8], [-0.6, 0.3, -0.5], [-0.2, 0.5, -0.5], [0.8, 0.7, 0.0], [-1.7, -0.1, 0.3], [0.7, -1.0, 0.0], [-0.2, 1.0, 0.0], [-0.1, 0.1, -0.1], [0.2, -0.4, -0.1]], "lowdin_charge": [0.006, 0.062, 0.012, 0.618, 0.108, -0.310, 0.179, 0.161, 0.164], "gap_ev": 5.3, "total_charge": 1}